1.
A molecular structure, C12H22AlN2O2 at a distorted geometry. Source: OMol25; level of theory: ωB97M-V/def2-TZVPD.

XYZ file:
```
39
Properties=species:S:1:pos:R:3:forces:R:3
C 0.2175 2.4154 -1.8366 0.11 -0.27 0.01
C -0.6085 1.5592 -1.6287 -0.04 -0.24 -0.49
C -1.5157 0.4231 -1.5269 0.25 0.28 0.21
Al -0.5265 -0.9925 -0.4302 0.21 0.18 0.35
C 0.9310 -1.9067 -1.5459 1.16 0.79 -0.38
C 1.9755 -2.4318 -0.6113 -0.10 -0.34 -0.54
C 2.6924 -3.5645 -0.8835 -0.17 0.33 0.36
C -1.7504 -2.3012 0.5399 -0.53 0.10 -0.51
C -3.0726 -2.7556 -0.1685 0.58 -1.02 0.54
C -3.0754 -2.6199 -1.6639 -0.79 0.63 -0.32
N -2.2362 -3.4362 -2.4035 0.37 0.17 0.59
O -3.8212 -1.8406 -2.2354 0.06 -0.12 -0.04
H 1.1082 2.9676 -2.0153 -0.10 0.23 0.20
H -2.4490 0.7382 -1.0534 -0.06 -0.19 -0.01
H -1.7416 0.0656 -2.5341 -0.14 0.02 0.02
H 0.2728 -0.1778 0.7296 0.03 -0.05 0.06
H 1.3842 -1.1151 -2.1720 -0.49 0.24 0.04
H 0.5753 -2.6961 -2.2110 0.23 -0.04 -0.08
H 2.1360 -1.8262 0.2838 -0.72 -0.83 0.66
H 3.2129 -3.6348 -1.8370 -1.25 -0.76 -0.60
H 2.7799 -4.4038 -0.1967 1.21 0.62 0.55
H -2.0582 -1.7840 1.4545 0.13 0.01 0.02
H -1.2193 -3.1990 0.8721 0.17 0.10 -0.01
H -3.2105 -3.8253 0.0513 -0.12 0.04 -0.11
H -3.9514 -2.2674 0.2436 0.01 0.29 -0.28
H -1.4279 -3.7583 -1.8856 0.00 -0.05 -0.08
H -1.9841 -3.0021 -3.2801 -0.06 -0.12 -0.09
C 1.5494 2.2571 2.4348 0.11 -0.01 0.01
C 1.9773 3.3466 1.4828 -0.05 -0.14 -0.13
O 2.5865 3.1161 0.4565 0.18 0.10 0.03
N 1.6474 4.6322 1.8128 0.01 -0.08 0.16
C 0.9268 5.0989 2.9775 0.14 0.22 -0.34
H 1.8682 1.2989 2.0380 -0.06 0.03 -0.12
H 2.0071 2.4060 3.4159 -0.11 0.03 0.04
H 0.4636 2.2411 2.5321 0.01 -0.04 0.06
H 1.9565 5.3116 1.1370 -0.04 -0.01 -0.03
H 0.0191 5.6224 2.6684 -0.07 -0.03 0.13
H 1.5485 5.7946 3.5471 -0.08 -0.03 0.12
H 0.6504 4.2694 3.6193 0.01 -0.02 -0.02
```
Forces are in eV/Å.

Results
- Net charge: -1
- HOMO level: -4.424 eV
- Lowest unoccupied orbital energy: 2.8064 eV
- Energy: -26471.57251 eV
- 2S+1: 1
- M: 253.3 g/mol

natural (NBO) population analysis, charges in e, atoms 1 to 6:
1 C -0.364
2 C 0.024
3 C -1.025
4 Al 1.421
5 C -0.995
6 C -0.107

***

2.
2 unconnected molecules or ions with the total composition C9H18N2O at a distorted geometry. Source: OMol25; level of theory: ωB97M-V/def2-TZVPD.

XYZ file:
```
30
Properties=species:S:1:pos:R:3:forces:R:3
C -0.8034 -0.4589 1.3065 -2.23 2.43 -1.94
C 1.6232 -0.8015 0.3614 2.73 -2.75 -0.46
C -1.2980 0.4737 0.4014 1.23 -1.05 2.17
C 2.8161 -1.2828 1.1808 0.12 -0.31 2.14
C -1.5042 1.9338 0.7545 2.23 -0.79 0.06
C 1.5440 0.7441 -1.6890 -2.29 -2.74 -0.28
C -3.0997 -0.4587 -1.1230 2.02 -1.22 -0.65
C 1.9936 0.4585 -0.2661 -2.15 1.63 -0.98
C -1.5846 0.0383 -0.9899 -2.81 -1.39 0.67
N 1.0736 -1.7556 -0.3703 -1.38 -0.10 0.93
N 0.2537 -2.4911 -0.6434 0.66 -0.55 -0.72
O -0.5283 -0.2663 2.6052 0.54 0.32 1.27
H -0.8437 -1.5136 1.1068 0.26 -0.30 -0.41
H 3.0290 -0.3818 1.7416 0.52 0.23 0.30
H 3.7646 -1.6010 0.7283 -0.39 0.38 -0.84
H 2.7206 -2.0337 1.9947 -0.90 0.18 -0.64
H -1.1203 2.1359 1.7647 -0.60 0.13 -0.07
H -2.4997 2.2620 0.6062 -1.09 0.33 0.10
H -0.8458 2.5386 0.1172 -0.22 0.08 -0.12
H 0.4829 1.0363 -1.7680 0.80 0.76 0.32
H 1.4033 -0.2368 -2.2554 1.13 1.11 0.22
H 2.2276 1.4234 -2.1149 0.43 0.69 -0.99
H -3.9554 0.1269 -1.2304 -0.84 2.11 -0.01
H -3.3066 -1.0825 -0.3022 -0.11 -0.70 1.48
H -3.2255 -1.1640 -1.9301 0.43 -0.20 -0.77
H 1.4507 1.1866 0.3419 0.72 0.62 0.32
H 3.0414 0.5781 -0.2726 1.21 0.34 0.51
H -1.3865 0.7658 -1.7220 0.23 1.13 -0.84
H -0.9930 -0.8327 -1.2129 -0.02 -0.09 -0.30
H -0.4297 0.6592 2.8791 -0.23 -0.30 -0.48
```
Forces are in eV/Å.

Results
- HOMO level: -7.409 eV
- Lowest unoccupied orbital energy: 0.7092 eV
- Energy: -14648.14223 eV
- 2S+1: 1
- M: 170.3 g/mol

natural (NBO) population analysis, charges in e, atoms 1 to 6:
1 C 0.163
2 C -0.009
3 C -0.134
4 C -0.636
5 C -0.629
6 C -0.607

***

3.
A molecular structure, C5H6F2O at a distorted geometry. Source: OMol25; level of theory: ωB97M-V/def2-TZVPD.

XYZ file:
```
14
Properties=species:S:1:pos:R:3:forces:R:3
C -1.5405 0.2308 -0.0412 2.30 2.16 -0.04
C -0.3603 -0.6303 -0.0344 0.27 -0.42 0.06
C 0.3038 0.7428 -0.0040 -2.97 -0.87 -0.27
C -0.1263 -1.5469 -1.2266 -0.13 0.34 -0.07
C 0.8636 1.3580 1.2371 -0.16 -0.24 0.02
O -2.5642 0.8065 -0.0222 -0.09 -0.81 0.07
F -0.2491 -1.3499 1.1457 0.13 -0.23 0.20
F 0.8081 1.1615 -1.2045 0.51 -0.15 -0.05
H -1.0513 -2.0130 -1.5594 0.00 -0.01 0.04
H 0.5591 -2.3249 -0.8963 0.06 0.07 0.05
H 0.3244 -0.9955 -2.0467 -0.03 -0.02 -0.06
H 1.3102 0.5972 1.8785 0.09 0.09 0.06
H 0.0982 1.8796 1.8114 0.01 0.08 0.06
H 1.6245 2.0842 0.9627 0.03 0.02 -0.07
```
Forces are in eV/Å.

Results
- HOMO level: -7.650 eV
- Lowest unoccupied orbital energy: 0.1871 eV
- Energy: -12761.27152 eV
- 2S+1: 1
- M: 120.1 g/mol

natural (NBO) population analysis, charges in e, atoms 1 to 6:
1 C 0.601
2 C 0.214
3 C 0.194
4 C -0.637
5 C -0.679
6 O -0.421

***

4.
7 unconnected molecules or ions with the total composition C5H24N2O7 at a distorted geometry. Source: OMol25; level of theory: ωB97M-V/def2-TZVPD.

XYZ file:
```
38
Properties=species:S:1:pos:R:3:forces:R:3
C -0.0196 1.9539 -0.2815 4.37 2.12 -0.83
C -0.9982 2.6117 -1.1337 -3.40 1.01 0.78
C -0.2516 0.5715 -0.2548 3.47 -2.45 -0.91
N 0.7282 -0.2841 -0.7298 -1.37 -0.35 0.09
C 2.0030 0.1121 -1.0990 5.64 -3.67 0.38
C 2.3709 0.1874 -2.5843 0.90 2.37 -0.69
N 1.5371 1.2299 -3.2220 -2.75 -4.73 -2.86
O -1.2424 0.1261 0.2028 -4.34 -1.89 1.92
H 0.9998 2.0359 -0.8321 -1.53 0.69 1.69
H -0.0464 2.3246 0.7538 0.56 0.07 -0.33
H -0.6515 3.4987 -1.6306 0.15 0.07 -0.59
H -1.5213 1.8575 -1.7071 0.20 0.20 -1.17
H -1.8567 2.9009 -0.4737 0.93 0.24 -0.75
H 0.7016 -1.2813 -0.5468 -0.94 0.36 0.02
H 2.3584 0.8789 -0.4432 0.38 0.95 -0.32
H 2.7940 -0.7868 -0.7701 -1.99 1.85 -0.28
H 2.3570 -0.8412 -3.1192 -0.63 1.89 0.78
H 3.4462 0.5835 -2.7972 -1.54 -0.98 1.07
H 0.5427 0.8888 -3.3549 1.68 0.06 0.01
H 1.3439 2.1380 -2.9988 0.97 2.80 1.65
H -1.0686 -1.5644 0.3415 -0.82 3.96 0.06
H -1.7891 -2.7593 -0.2773 -1.23 -0.07 -0.71
O -1.0552 -2.4651 0.2209 1.87 -4.52 0.53
H -0.2602 -2.0947 3.5403 -0.14 0.37 -0.47
H -0.7195 -1.3821 2.2819 -1.03 -0.66 -2.51
O -0.4210 -1.2211 3.1299 1.01 0.81 3.06
H -0.3205 -3.9081 2.2850 -0.02 -0.23 0.41
H 1.0612 -3.3518 2.5252 -1.79 -1.47 1.62
O 0.2883 -3.8152 3.0385 1.91 1.26 -1.87
H 1.5677 -4.8984 -0.3699 0.48 -0.34 0.12
H 0.5804 -3.8709 0.0687 1.45 -0.70 1.16
O 1.3855 -4.3848 0.4231 -2.02 1.23 -1.43
H -1.4747 3.3448 2.6682 2.60 0.11 1.36
H -0.7415 2.1428 3.0747 0.86 0.67 0.55
O -0.5680 3.1156 3.1343 -3.54 -0.89 -1.95
H -4.2220 2.5596 -0.0922 0.50 0.13 0.50
H -3.3742 1.4102 0.5152 0.10 2.60 0.13
O -3.4638 2.4372 0.5143 -0.98 -2.83 -0.23
```
Forces are in eV/Å.

Results
- HOMO level: -9.217 eV
- Lowest unoccupied orbital energy: 0.1001 eV
- Energy: -22884.80846 eV
- 2S+1: 1
- SMILES: CCC(=O)NCCN.O.O.O.O.O.O
- M: 224.3 g/mol

natural (NBO) population analysis, charges in e, atoms 1 to 6:
1 C -0.523
2 C -0.647
3 C 0.722
4 N -0.647
5 C -0.239
6 C -0.233

***

5.
2 unconnected molecules or ions with the total composition CH5NOSi at a distorted geometry. Source: OMol25; level of theory: ωB97M-V/def2-TZVPD.

XYZ file:
```
9
Properties=species:S:1:pos:R:3:forces:R:3
C -1.8907 1.6295 -0.4484 0.62 -0.17 -0.69
N -2.3761 2.6907 -0.5305 -1.94 3.51 -0.22
O -1.3341 0.6481 -0.3219 1.28 -3.14 0.65
Si 1.6902 -1.6796 0.5181 -0.11 1.20 1.22
H 2.9783 -1.1112 0.1341 0.28 0.21 0.03
H -2.6101 3.2340 -1.3452 0.01 -0.19 0.24
H 1.0126 -2.0897 -0.6247 -0.63 -1.18 -1.61
H 1.8381 -2.6123 1.6171 0.17 -0.65 0.14
H 0.6919 -0.7093 1.0012 0.32 0.42 0.25
```
Forces are in eV/Å.

Results
- HOMO level: -11.152 eV
- Lowest unoccupied orbital energy: 0.7390 eV
- Energy: -12531.94004 eV
- 2S+1: 1
- SMILES: [SiH4].N=C=O
- M: 75.1 g/mol

natural (NBO) population analysis, charges in e, atoms 1 to 6:
1 C 0.856
2 N -0.781
3 O -0.501
4 Si 0.627
5 H -0.157
6 H 0.425

***

6.
A single C3H7N3O2 molecule at a distorted geometry. Source: OMol25; level of theory: ωB97M-V/def2-TZVPD.

XYZ file:
```
15
Properties=species:S:1:pos:R:3:forces:R:3
C -0.9331 0.2881 2.2639 1.12 1.12 -2.11
C 0.1815 0.2517 -0.8452 0.38 -1.91 1.79
C 1.1481 -0.3404 0.1241 6.79 -1.04 -5.02
H -0.6589 1.5083 2.0632 -1.31 -3.26 1.11
H 0.1582 -0.1574 2.5874 -3.12 0.71 -0.71
H -1.8306 -0.0303 2.9615 2.21 1.15 -1.15
H -2.4427 -0.3286 0.8596 0.29 0.53 -0.37
H -0.3079 0.6943 -2.7224 1.03 -0.27 0.64
H 2.3040 -0.3596 -2.9978 -4.22 -0.25 0.39
H 0.6599 -1.0124 0.7949 0.23 -0.22 1.15
N -1.4322 -0.2614 0.8292 1.88 1.13 0.94
N -1.0405 0.2844 -0.4805 -1.71 -0.83 1.36
N 0.5402 0.4701 -2.1605 0.23 0.95 -2.67
O 1.2315 -0.5539 -3.0291 2.54 1.38 1.96
O 2.4225 -0.4529 -0.2484 -6.33 0.81 2.68
```
Forces are in eV/Å.

Results
- HOMO level: -8.718 eV
- Lowest unoccupied orbital energy: -0.6608 eV
- Energy: -11783.19019 eV
- 2S+1: 1
- SMILES: CN/N=C(\C=O)NO
- M: 117.1 g/mol

natural (NBO) population analysis, charges in e, atoms 1 to 6:
1 C -0.473
2 C 0.229
3 C 0.321
4 H 0.212
5 H 0.209
6 H 0.234